Here is the molecule C4H9NO in a non-equilibrium geometry from the OMol25 dataset. Energies are from the ωB97M-V functional and the def2-TZVPD basis.

```
15
Properties=species:S:1:pos:R:3
C -2.249 1.201 0.586
C -1.268 0.199 0.158
N -0.037 0.508 -0.052
O 0.571 1.616 0.143
C 1.118 -0.547 -0.855
C 1.990 -1.289 0.099
H -2.513 1.282 1.679
H -3.175 0.898 0.075
H -1.833 2.255 0.152
H -1.564 -0.751 -0.200
H 1.685 0.288 -1.367
H 0.488 -1.089 -1.459
H 1.550 -1.477 1.144
H 2.345 -2.313 -0.355
H 2.891 -0.782 0.251
```

The value obtained for the largest force on an atom is 4.5 eV Å⁻¹. The calculation puts the HOMO-LUMO gap at 9.40 eV. The energy above the lowest of the compared OMol25 structures with the same formula, charge and spin is 416.5 kJ/mol. The calculation puts the HOMO energy at -8.43 eV.